DFT (ωB97M-V/def2-TZVPD) results for a structure of composition C13H39BrCsFN3O7.

XYZ file:
```
65
Properties=species:S:1:pos:R:3
C 1.19 -0.58 1.78
C 0.04 -0.58 1.10
C 0.00 -1.38 -0.21
N 0.49 -0.64 -1.40
C -0.52 0.22 -2.03
C -0.67 1.64 -1.42
C -2.07 2.17 -1.84
O -1.27 -1.98 -0.39
C -1.20 -3.19 -1.06
O -1.34 -4.21 -0.46
C -0.98 -3.21 -2.57
C 0.49 -3.39 -2.95
C 1.07 -4.75 -2.59
Br 0.62 -3.05 -4.89
H 1.24 -0.48 2.85
H 2.09 -0.72 1.16
H -0.82 -0.01 1.43
H 0.72 -2.19 -0.05
H 1.20 -0.01 -1.04
H -1.51 -0.23 -2.09
H -0.19 0.36 -3.06
H 0.06 2.27 -1.94
H -0.46 1.71 -0.35
H -2.85 1.37 -1.89
H -2.45 3.02 -1.21
H -1.96 2.55 -2.86
H -1.40 -2.31 -3.01
H -1.56 -4.05 -2.97
H 1.13 -2.64 -2.51
H 0.70 -5.56 -3.21
H 0.92 -4.93 -1.52
H 2.15 -4.71 -2.74
Cs -3.99 2.59 0.04
C 6.46 -0.52 1.26
C 5.08 -1.11 1.08
O 4.45 -0.57 -0.09
H 6.40 0.56 1.36
H 6.94 -0.93 2.16
H 7.09 -0.74 0.40
H 4.44 -0.88 1.93
H 5.13 -2.20 0.97
H 5.01 -0.78 -0.84
O -8.11 4.12 0.76
H -8.99 4.42 0.49
N -7.45 3.54 4.13
H -8.34 3.98 4.39
H -6.68 3.91 4.72
H -7.52 2.52 4.25
H -7.25 3.75 3.14
O -0.55 -6.88 -4.76
H -0.73 -5.95 -4.53
C 5.48 2.71 3.30
O 4.57 1.65 3.04
H 6.43 2.28 3.62
H 5.64 3.31 2.40
H 5.10 3.36 4.10
H 3.74 2.04 2.76
N -3.70 5.81 4.51
H -2.90 6.43 4.28
H -4.32 6.26 5.20
H -4.24 5.61 3.64
H -3.34 4.91 4.89
F -1.72 -7.53 -4.17
O 2.83 -3.13 -7.64
H 2.38 -3.00 -6.80
```

Calculated values
largest force on an atom = 5.0 eV/A
total charge = -1
DFT total energy = -3903.128843 Eh
E_HOMO = -2.34 eV
LUMO level = 0.0243 hartree

Partial atomic charges computed with the Löwdin method, in multiples of e: 0.0302 -0.0953 -0.3555 0.0214 -0.2127 -0.2007 -0.3321 0.0132 -0.4435 0.1583 -0.1632 -0.7325 -0.1162 0.7908 0.0666 0.0592 0.1017 0.1499 0.1174 0.0972 0.1289 0.1098 0.0929 0.0198 -0.1599 0.0896 0.0909 0.1203 0.0607 0.0486 0.0786 0.0856 0.4530 -0.0900 -0.3243 -0.0954 0.0593 0.0771 0.0743 0.0913 0.1110 0.0836 -0.6504 -0.2061 0.2198 0.1186 0.0353 0.1114 0.0628 0.0273 0.0559 -0.1585 -0.1339 0.0765 0.0783 0.0748 0.0759 0.0486 0.0602 0.0430 0.0316 0.0324 -0.1300 -0.6931 -0.3401



DFT (ωB97M-V/def2-TZVPD) results for a cluster of 2 separate species, C3H12N4O in total.

XYZ file:
```
20
Properties=species:S:1:pos:R:3
C -0.27 -2.38 -0.45
C 0.39 -1.04 -0.72
O 0.82 -0.73 -1.85
N 1.12 -0.58 0.39
N 1.86 0.62 0.18
H -0.93 -2.62 -1.28
H 0.50 -3.15 -0.39
H -0.83 -2.36 0.48
H 1.26 -1.12 1.23
H 2.84 0.47 0.41
H 1.80 0.79 -0.83
C -0.54 2.21 0.81
N -1.49 1.16 0.70
N -1.25 0.21 -0.56
H 0.55 1.83 0.60
H -0.51 2.59 1.83
H -0.76 2.99 0.09
H -1.35 0.50 1.46
H -1.03 0.82 -1.34
H -2.17 -0.20 -0.75
```

Calculated values
largest force on an atom = 3.4 eV/A
ΔE to the lowest compared entry with this formula, charge and spin = 93.3 kcal/mol
DFT total energy = -415.648279 Eh
E_HOMO = -7.90 eV
LUMO level = 0.0331 hartree
SMILES string = CC(=O)NN.CNN

Partial atomic charges computed with the natural (NBO) method, in multiples of e: -0.6906 0.6809 -0.7290 -0.5379 -0.6754 0.2314 0.2300 0.2071 0.3908 0.3555 0.3936 -0.4879 -0.4562 -0.6282 0.2389 0.2077 0.1792 0.3422 0.3761 0.3719



Q: What is the formula in the first record?
A: C13H39BrCsFN3O7



Q: Which of these has the lowest LUMO level?
A: C13H39BrCsFN3O7